# 1
The following is a quantum chemistry calculation of a structure of composition C6H12N2 in a non-equilibrium geometry, from the OMol25 dataset.

As for the HOMO energy: -8.879 eV. As for the LUMO energy: 1.022 eV. As for the energy relative to the best compared isomer or geometry (same formula, charge and spin): 40.9 kcal per mole. For the HOMO-LUMO gap, the calculation gives 9.901 eV. The charge is 0. The calculated total energy comes out at -9395.07640 eV.

```
20
Properties=species:S:1:pos:R:3:forces:R:3:mulliken_charge:R:1
N 0.7549 1.2107 -1.9483 -1.63 0.86 -0.22 -0.693
N 0.8168 -0.9471 2.1207 0.30 2.05 2.39 -0.698
C 0.2192 0.4498 -0.8227 0.22 3.17 -3.06 0.624
C -1.2690 0.1088 -0.8081 1.05 -2.26 0.45 -1.039
C 0.9714 -0.7184 -0.3359 0.30 -1.58 -1.49 -0.848
C 0.5237 1.1668 0.5035 -1.61 -2.30 0.99 -0.757
C 0.3443 -0.3411 0.9349 -1.70 -0.48 1.55 0.363
C -1.1912 -0.5951 0.5800 -2.16 1.63 1.20 -0.757
H 0.3939 -0.4846 2.9591 0.60 -0.43 -0.98 0.276
H 1.5190 1.5638 0.4357 0.29 0.14 0.46 0.362
H -0.2661 1.7300 0.9741 0.10 0.99 -0.12 0.312
H 2.0363 -0.6118 -0.3329 0.62 0.32 0.00 0.395
H -2.0188 -0.1162 1.2481 1.86 -0.45 -0.46 0.263
H -1.5198 -1.6423 0.6052 0.68 0.00 -0.36 0.355
H 1.0786 0.5988 -2.6635 0.17 -0.50 -0.74 0.269
H 0.6876 -1.6340 -0.8329 0.01 -0.70 0.09 0.310
H 0.5550 -1.8918 2.2096 -0.35 -1.41 -0.24 0.255
H -0.0548 1.7470 -2.3400 1.20 -0.48 0.16 0.289
H -1.7117 -0.5500 -1.5664 0.91 -0.24 -0.22 0.256
H -1.8691 0.9566 -0.9203 -0.87 1.68 0.59 0.464
```
Forces are in eV/Å.

# 2
The following is a quantum chemistry calculation of an isolated molecule of C6H12N2 in a non-equilibrium geometry, from the OMol25 dataset.

As for the HOMO energy: -8.884 eV. As for the structure (SMILES): NCC/C=C\[C@@H]1CN1. As for the LUMO energy: 0.939 eV. As for the energy relative to the best compared isomer or geometry (same formula, charge and spin): 111.3 kcal per mole. For the HOMO-LUMO gap, the calculation gives 9.823 eV. The charge is 0. The calculated total energy comes out at -9392.02502 eV.

```
20
Properties=species:S:1:pos:R:3:forces:R:3:mulliken_charge:R:1
N -0.1448 0.9745 -1.3898 2.08 -2.07 -1.48 -0.655
N 1.9210 -0.5840 -0.4403 0.16 1.69 0.78 -0.708
C 0.5162 -0.0044 1.5831 -5.69 3.06 4.15 -0.645
C -1.7673 -0.0487 0.2342 1.01 0.30 0.00 -0.572
C 1.7089 -0.5986 1.0935 6.83 -2.41 -0.04 -0.324
C -1.3874 0.9822 -0.7651 -4.45 1.10 1.11 0.340
C -0.9822 -0.4790 1.2151 2.59 1.12 -1.68 -0.434
C -1.3019 0.4614 -2.1689 -1.00 0.21 0.12 -0.731
H -1.6157 0.9813 -3.0809 0.18 0.32 0.65 0.290
H 2.6471 -0.0203 1.5880 -2.12 -0.83 -1.04 0.225
H 0.4845 1.1523 1.4651 0.28 -1.86 -0.30 0.346
H 0.4571 -0.0346 2.8363 0.64 -0.23 -3.27 0.280
H -1.6662 -0.5807 -2.1804 1.19 0.12 -0.12 0.244
H 2.0194 -1.6829 1.5822 -1.47 2.26 -1.76 0.276
H 2.0693 0.4262 -0.7573 -0.18 -1.57 1.00 0.305
H -2.1486 1.8841 -0.4928 2.65 -0.99 -1.11 0.213
H 2.7877 -1.0107 -0.7679 -0.25 -0.41 0.70 0.212
H -1.3851 -1.3723 1.5138 -0.29 -2.15 2.16 0.379
H 0.5204 0.0970 -1.2074 -2.14 2.13 0.30 0.557
H -2.7321 -0.5427 0.1394 -0.03 0.22 -0.17 0.403
```
Forces are in eV/Å.

# 3
The following is a quantum chemistry calculation of an isolated molecule of C6H12N2 in a non-equilibrium geometry, from the OMol25 dataset.

As for the HOMO energy: -7.735 eV. As for the LUMO energy: 1.021 eV. As for the energy relative to the best compared isomer or geometry (same formula, charge and spin): 98.8 kcal per mole. For the HOMO-LUMO gap, the calculation gives 8.756 eV. The charge is 0. The calculated total energy comes out at -9392.56598 eV.

```
20
Properties=species:S:1:pos:R:3:forces:R:3:mulliken_charge:R:1
N 0.9675 0.4391 0.4365 -0.52 -0.36 0.91 -0.818
N 2.0024 -0.0462 -0.1685 -0.47 0.34 -0.31 0.649
C -1.4196 0.4267 0.6991 -0.45 -0.65 2.50 -0.654
C -0.2291 -0.1536 -0.0071 -0.93 -0.79 0.12 -0.738
C -2.7066 -0.3521 0.4728 3.10 -1.40 1.69 0.039
C 3.1244 0.6529 0.3857 1.04 1.32 1.70 -0.880
C 2.0258 -0.8982 -1.1694 1.01 -0.83 -0.52 -0.411
C -3.6635 -0.0313 -0.3368 -2.15 2.43 -1.48 -0.829
H 2.9153 1.7178 0.3863 -0.22 0.03 -0.47 0.315
H -0.3664 -1.2439 0.3021 1.01 0.48 -1.25 0.281
H -1.1814 0.6181 1.8225 -0.40 -0.81 -1.73 0.275
H 4.0977 0.5248 0.0179 1.02 -0.77 -1.45 0.360
H -2.5992 -1.3413 1.0014 -0.90 0.76 -0.76 0.237
H 3.2552 0.4791 1.4568 -0.58 -0.61 -0.09 0.310
H -1.5827 1.3547 0.3375 -0.50 3.37 -1.20 0.420
H 1.1303 -1.3784 -1.5355 0.03 0.27 0.35 0.349
H -0.2783 0.0868 -1.1052 -0.51 -0.97 0.44 0.367
H -3.9102 0.9426 -0.8651 1.55 -0.73 0.79 0.219
H -4.5493 -0.5669 -0.5071 -0.80 -1.62 0.18 0.296
H 2.9678 -1.2307 -1.6238 -0.33 0.54 0.58 0.214
```
Forces are in eV/Å.

# 4
The following is a quantum chemistry calculation of a cluster of 2 separate species, C6H12N2 in total in a non-equilibrium geometry, from the OMol25 dataset.

As for the HOMO energy (spin up / spin down): -14.275 / -14.275 eV. Its spin multiplicity is 2. Its expectation value of S² is 0.76. As for the LUMO energy (spin up / spin down): -4.283 / -8.570 eV. As for the energy relative to the best compared isomer or geometry (same formula, charge and spin): 73.9 kcal per mole. For the HOMO-LUMO gap (spin up / spin down), the calculation gives 9.992 / 5.705 eV. The charge is +1. The calculated total energy comes out at -9385.48045 eV.

```
20
Properties=species:S:1:pos:R:3:forces:R:3:mulliken_charge:R:1
N -2.8008 1.0078 -1.4680 3.01 -0.15 -2.65 -0.069
N -2.2496 -0.7979 -0.3789 2.39 -0.72 -2.11 -0.430
C 2.6984 -0.1881 1.7198 -1.89 0.80 -0.29 -0.961
C -1.0534 -0.4966 -1.1940 -4.22 -2.50 3.88 0.777
C -3.2738 0.0049 -0.6973 4.94 -0.42 0.99 -0.008
C 0.0745 -1.4690 -0.9381 -4.09 -0.77 1.59 -0.939
C 1.7956 1.1324 1.7346 2.36 -2.17 1.12 -0.865
C -1.4600 0.6254 -1.9410 -6.56 -2.80 7.08 -0.594
H 3.0779 -0.2383 0.7543 1.13 -0.30 -1.82 0.331
H 0.6828 -1.5963 -1.6950 3.43 0.21 -4.00 0.493
H 0.8636 0.9553 2.1768 -1.16 -0.08 1.34 0.281
H 2.4508 1.7790 2.2701 -0.33 1.18 0.63 0.309
H 2.1514 -1.1032 1.8498 -0.61 -0.40 0.21 0.250
H -1.0813 1.1275 -2.6245 3.71 4.65 -6.19 0.622
H 3.5277 -0.2618 2.3943 0.24 0.62 0.59 0.370
H -3.1509 1.9060 -1.7608 -0.76 -0.12 -0.04 0.251
H -4.0967 -0.1940 -0.0864 -2.06 0.65 0.07 0.455
H -0.3469 -2.5327 -0.8739 0.02 1.67 0.56 0.321
H 0.6312 -1.2368 -0.0587 0.21 0.32 0.86 0.104
H 1.5597 1.5763 0.8168 0.22 0.33 -1.82 0.301
```
Forces are in eV/Å.

> Which value of calculated total energy does entry 3 give?

-9392.56598 eV